1.
C2H7S2 | the ωB97M-V functional and the def2-TZVPD basis

Structure (ORCA input):
```
! RIJCOSX wB97M-V def2-TZVPD def2/J DEFGRID3
* xyz 0 2
S 1.114 0.838 1.120
S -0.721 2.113 -1.539
C 0.237 -1.471 -0.164
C -0.072 -0.500 0.977
H -0.400 -2.345 -0.117
H -0.017 -0.998 1.948
H 0.078 -0.968 -1.119
H -1.080 -0.098 0.896
H 1.273 -1.786 -0.103
H 0.035 1.795 -0.454
H -0.448 3.420 -1.446
*
```

Values from the calculation:
- relative energy (zero: lowest compared OMol25 entry of this formula, charge and spin) (kJ/mol) = 0.0
- expectation value of S² = 0.753
- energy (eV) = -23856.517
- HOMO (spin up / spin down) (eV) = -9.455 / -9.089


2.
C5H10NO2 | the ωB97M-V functional and the def2-TZVPD basis

Structure (ORCA input):
```
! RIJCOSX wB97M-V def2-TZVPD def2/J DEFGRID3
* xyz -1 1
O -2.120 2.141 1.292
O 0.582 -1.919 -1.708
N -1.028 0.168 1.400
C -0.290 -0.871 0.655
C -1.409 1.275 0.753
C 1.265 -0.812 0.499
C -0.940 1.668 -0.624
C 1.502 -1.149 -1.171
H 1.659 0.194 0.677
H -1.787 2.177 -1.087
H -1.598 -0.270 2.100
H 1.890 -1.533 1.018
H -0.435 -1.847 1.147
H 1.594 -0.155 -1.615
H -0.668 -0.958 -0.360
H 2.554 -1.612 -1.129
H -0.510 0.986 -1.349
H -0.261 2.515 -0.497
*
```

Values from the calculation:
- relative energy (zero: lowest compared OMol25 entry of this formula, charge and spin) (kJ/mol) = 249.5
- energy (eV) = -10931.678
- HOMO (eV) = -2.766


3.
C44H54F6NOP2PtS | the ωB97M-V functional and the def2-TZVPD basis

Structure (ORCA input):
```
! RIJCOSX wB97M-V def2-TZVPD def2/J DEFGRID3
* xyz -1 5
Pt -1.004 0.306 0.090
S -3.093 0.878 0.307
P -0.371 0.154 2.579
P -0.201 0.009 -2.419
F -3.253 3.974 -0.924
F 1.195 5.410 -0.079
F -0.429 6.811 0.134
F -2.820 4.840 1.005
F -0.121 5.284 1.618
F -2.836 6.074 -0.758
O -0.705 3.259 -0.138
N 1.136 0.622 0.040
C -1.109 0.347 -5.184
C -0.616 1.626 3.688
C -0.066 -6.408 -0.072
C 3.029 3.196 -1.836
C -1.012 -1.250 3.613
C 1.302 -4.463 1.321
C -1.456 0.480 -3.699
C -2.013 1.868 -3.396
C 1.411 -0.116 2.325
C 2.485 3.085 -3.116
C -5.118 -3.612 -0.745
C 2.243 -0.672 3.300
C -4.461 -2.775 -1.636
C -3.255 -3.412 0.765
C 1.821 -0.994 -4.175
C 0.680 2.138 4.309
C -1.282 -1.976 0.246
C -0.095 5.506 0.297
C 0.144 -4.099 0.627
C -4.507 -3.923 0.464
C -2.463 4.861 -0.289
C 1.058 1.304 -2.274
C -3.218 -2.247 -1.319
C 2.610 2.391 -0.799
C 4.450 -1.483 4.200
C 3.593 -0.903 3.107
C -0.523 -5.100 -0.085
C 1.949 0.214 1.058
C 1.619 1.420 -0.992
C 1.498 2.132 -3.303
C -2.575 -2.572 -0.125
C -0.676 4.812 -2.009
C -1.364 2.733 2.958
C 1.069 -6.758 0.649
C 1.289 -2.360 -2.153
C 0.716 -1.415 -3.206
C -0.205 -2.655 0.642
C -0.969 4.508 -0.523
C 4.119 -0.551 1.862
C -0.698 -1.241 5.115
C -2.535 -1.290 3.447
C 1.756 -5.773 1.343
C 3.332 -0.010 0.871
C 2.940 3.978 -4.239
H -2.187 2.032 -2.331
H 3.873 3.624 -4.686
H -1.264 1.254 4.485
H 3.111 4.997 -3.891
H -2.837 -1.239 2.403
H 1.909 -3.123 -2.631
H 5.170 -0.726 1.659
H -2.952 2.023 -3.932
H 0.652 -2.072 0.977
H 2.242 -1.890 -4.640
H -1.465 4.392 -2.628
H 0.501 -2.859 -1.594
H 2.622 -0.480 -3.643
H -2.780 -3.661 1.706
H -1.094 -2.159 5.558
H -4.928 -2.507 -2.576
H -1.188 -0.409 5.620
H 1.821 -0.941 4.258
H -0.345 1.055 -5.498
H -6.097 -4.008 -0.982
H -0.872 3.024 2.029
H -0.061 -1.950 -3.766
H -2.004 0.561 -5.774
H -0.605 5.881 -2.222
H -2.369 2.412 2.677
H 1.193 1.385 4.909
H -2.243 -0.259 -3.503
H -0.581 -2.148 3.166
H 4.678 -0.745 4.973
H 3.008 2.543 0.195
H 1.420 -7.781 0.658
H 1.049 2.047 -4.284
H -0.775 -0.655 -5.449
H 0.265 4.325 -2.255
H 2.191 4.020 -5.032
H 1.373 2.473 3.535
H 1.911 -1.821 -1.434
H -1.306 2.630 -3.721
H -2.941 -2.205 3.884
H 3.768 0.218 -0.093
H -0.598 -7.162 -0.638
H -2.734 -1.554 -1.995
H -5.007 -4.566 1.178
H -1.392 -4.852 -0.677
H -1.457 3.609 3.605
H 3.768 3.964 -1.637
H 1.477 -0.331 -4.966
H 5.400 -1.844 3.804
H 3.957 -2.324 4.691
H 0.455 2.993 4.951
H -2.992 -0.445 3.970
H 2.654 -6.021 1.896
H 0.360 -1.196 5.356
H 1.853 -3.692 1.850
*
```

Values from the calculation:
- relative energy (zero: lowest compared OMol25 entry of this formula, charge and spin) (kJ/mol) = 0.0
- expectation value of S² = 6.026
- energy (eV) = -99007.653
- HOMO (spin up / spin down) (eV) = -3.591 / -4.200